(1)
79
Properties=species:S:1:pos:R:3:forces:R:3 method="wB97M-V/def2-TZVPD" de_lowest_ev=1.727 charge=-2
K 0.5815 -0.7686 0.5689 0.20 0.08 0.12
O 0.0823 -0.7608 3.0633 -0.19 -1.39 1.29
O 3.2791 -1.3348 0.3712 0.73 -1.04 -1.58
N 2.0176 -4.0599 0.6336 0.36 -1.31 -0.89
N -6.1408 8.4190 0.2201 1.32 -1.60 -0.06
N 0.4699 1.9789 0.4342 -0.69 1.23 0.02
N 0.1552 -0.7905 -2.3589 0.38 -0.21 0.71
N -2.0068 0.4312 0.4143 -1.75 0.21 0.91
N 0.6823 -4.8599 3.5386 0.48 1.94 0.15
C -0.2526 -0.8422 6.6740 0.23 1.22 -1.00
C 1.1667 -5.2252 1.0173 -1.26 1.33 -0.43
C 0.1039 -1.2666 4.2478 1.25 0.76 0.47
C 5.0755 -1.3458 -1.2276 -1.00 -0.59 0.21
C 0.3163 -0.3936 -3.4184 -1.10 0.31 -0.84
C 3.8586 -1.9516 -0.6012 0.54 2.15 1.54
C 1.5140 3.9775 -0.0494 -0.31 0.28 0.26
C 4.9870 -2.9481 -3.0075 -0.57 -0.33 -0.54
C -4.1089 0.0262 1.2558 0.47 -0.18 0.19
C -3.4473 6.3314 0.9486 0.97 -0.29 0.16
C -4.0651 4.0229 -0.3862 0.72 1.11 -0.20
C -0.1317 -2.1760 6.9429 1.51 -2.63 -0.40
C 0.1775 -0.0015 -4.8591 -0.63 0.41 1.34
C -2.6797 1.6726 0.6964 2.48 0.15 -1.03
C -2.8838 -0.5190 0.7765 0.99 0.91 -0.76
C 1.4023 -5.5546 2.4901 1.02 -1.28 -0.01
C 0.1541 4.2536 -0.0329 0.45 -1.71 0.32
C -1.9785 2.9306 0.4082 1.88 -3.26 0.41
C -3.9560 1.3808 1.2552 -1.07 1.13 -0.54
C -0.4871 2.9963 0.2769 -2.20 0.42 -0.13
C 3.8821 -3.5565 -2.4140 0.95 -1.10 -0.42
C 1.6337 2.5945 0.2712 -0.20 -0.49 -0.15
C -0.9382 1.1305 -4.9289 -0.20 -1.03 0.29
C -2.4731 5.3429 0.8429 -0.82 -0.12 1.23
C -0.1952 -1.3390 -5.5280 1.14 -0.15 -0.13
C -4.9108 5.1367 -0.4521 -0.96 -1.47 -1.68
C 0.4099 -3.0672 5.9830 -1.61 1.68 -1.06
C 3.4182 -3.2048 -1.1489 -0.28 1.18 -0.66
C 5.6210 -1.8635 -2.3675 -0.94 -0.66 0.30
C -2.8329 4.1129 0.2744 0.46 0.45 0.29
C 0.6811 -3.5588 3.4606 -0.17 -0.30 0.85
C -4.6591 6.2938 0.2601 0.96 -0.34 0.07
C 2.3213 -3.9692 -0.6131 -0.56 0.16 1.21
C -5.4545 7.4730 0.2231 -1.92 1.58 0.10
C 1.5788 0.5142 -5.1865 2.36 -0.04 -0.84
C 0.4293 -2.6571 4.6236 -0.50 -0.15 -1.00
C 0.0048 -0.3783 5.3968 -0.78 -1.38 -0.30
H -1.7976 0.8928 -4.2343 1.13 0.32 -0.54
H 1.2099 -6.6626 2.6442 0.36 1.09 -0.18
H -0.0591 0.6453 5.1578 -0.08 1.19 -0.17
H 2.3538 4.6428 -0.1813 -0.08 0.15 -0.06
H 0.6655 -4.0737 6.2699 -0.06 -0.26 -0.16
H 0.7915 -1.8787 -5.5302 -1.25 -0.16 0.02
H -4.9757 -0.5060 1.5711 -0.39 -0.35 0.26
H 1.8317 1.0349 -6.1374 -1.15 -0.14 0.27
H -0.4354 5.1330 -0.0790 0.43 0.77 -0.63
H 0.0942 -4.9103 0.9142 0.54 -0.33 0.05
H -4.7605 2.0887 1.5076 0.66 -0.26 0.01
H 5.2297 -3.2463 -4.0252 0.41 -0.09 0.23
H -0.2980 -2.6452 7.8821 -0.14 0.22 1.06
H -5.7469 5.0237 -1.1832 0.48 0.48 0.95
H -3.2415 7.0988 1.6568 0.07 0.95 0.06
H -1.4056 1.2377 -5.9305 0.68 -0.13 0.35
H -4.1757 3.1557 -1.0164 -0.61 -0.17 0.16
H 2.5546 2.0160 0.3900 -0.23 0.26 -0.13
H -1.0054 -1.9213 -5.0170 0.85 0.70 -0.40
H 1.2998 -6.1173 0.3503 0.17 0.65 0.51
H -0.4750 -0.1194 7.4485 -0.14 -0.02 0.17
H 3.5137 -4.5136 -2.8768 0.03 1.13 0.31
H 1.9851 1.1748 -4.3984 -0.55 -0.20 -0.22
H -0.4448 -1.1413 -6.5635 -0.25 -0.11 -0.30
H 5.4958 -0.4153 -0.8550 -0.23 -0.24 0.50
H -0.4326 2.0540 -4.6397 -0.46 0.07 0.06
H 2.3399 -0.3118 -5.2338 -0.89 0.31 0.38
H 0.8677 -2.9811 2.5256 0.22 -0.64 0.56
H 1.7188 -4.4528 -1.3980 0.18 -0.74 0.13
H 6.5464 -1.4767 -2.7322 0.41 0.43 -0.51
H 2.5028 -5.3234 2.6802 -1.11 -0.72 -0.25
H -1.5188 5.4477 1.3969 -1.00 -0.12 -0.33
H -2.6297 -1.5756 0.6469 -0.14 0.36 0.08



(2)
83
Properties=species:S:1:pos:R:3:forces:R:3 method="wB97M-V/def2-TZVPD" de_lowest_ev=0.026 charge=-1
Rb 0.6710 0.4752 0.7271 -0.01 -0.05 -0.01
O -3.7451 -0.9011 0.2517 -0.01 -0.01 0.02
O -2.3056 1.6390 0.2047 0.11 0.07 -0.08
O 3.9812 1.9148 4.3007 0.00 0.01 0.00
O 1.8672 -2.3902 -3.3541 0.06 0.12 -0.16
O 0.1348 -2.5529 0.8422 -0.13 -0.01 0.11
N 1.4705 0.8068 -4.5202 0.12 -0.04 -0.03
N 1.4056 1.6163 -2.1720 0.07 -0.10 0.01
N 2.6449 1.7643 2.4190 0.00 0.04 0.01
N 1.8949 -0.7927 3.2428 0.02 0.03 -0.04
N -5.1274 1.2045 1.2841 -0.01 0.01 0.01
N 0.8947 -2.0540 -1.2767 -0.05 -0.04 0.04
N 0.9975 3.4550 0.8532 -0.03 0.03 0.03
C -4.0605 0.6065 2.0099 0.00 -0.01 0.01
C 3.0602 3.1150 2.1353 -0.01 0.00 0.00
C 0.2937 4.0964 -0.0782 0.00 -0.01 0.00
C 1.1957 -4.2588 -0.5028 0.00 -0.01 0.06
C 2.2940 -5.3081 -2.3685 0.00 0.00 0.00
C -4.1637 2.2142 -3.4153 0.01 0.00 0.00
C 2.7922 -0.0961 3.9453 -0.01 0.00 0.01
C -3.7610 1.0858 3.2728 -0.01 -0.01 0.00
C -2.8776 1.7223 -0.8886 -0.06 -0.02 0.04
C 1.5155 -2.7798 -2.2483 0.02 0.02 -0.05
C 2.1492 -2.6267 4.7640 0.00 0.00 0.00
C -2.7228 0.5312 4.0035 0.01 0.00 0.00
C -3.3515 -0.4679 1.4721 0.01 -0.01 -0.02
C 3.4024 -0.6247 5.0842 0.00 0.00 0.00
C 1.4648 1.1906 -3.2453 -0.09 0.17 0.06
C 0.8122 5.0934 -0.8846 0.01 0.00 0.00
C 1.7914 -6.5448 -0.3435 -0.01 0.00 0.01
C 2.3218 -6.4909 -1.6290 0.00 0.00 -0.01
C 0.6769 -2.8688 -0.2147 0.02 0.02 -0.10
C -4.9168 2.0603 -2.3058 0.00 0.00 0.01
C -2.1266 1.8400 -2.1318 0.00 0.01 -0.01
C 2.7744 0.4967 -5.1114 -0.18 0.15 0.05
C 3.1839 1.3211 3.5300 0.01 0.00 0.00
C 0.3610 -0.0486 -4.9429 0.02 -0.09 -0.04
C -5.2358 1.5935 0.0112 -0.02 0.01 -0.01
C -4.3367 1.7683 -1.0206 0.02 0.01 -0.02
C -2.3037 -1.0169 2.2005 0.03 -0.01 0.00
C 1.7217 -4.2043 -1.7752 0.01 -0.01 0.00
C -2.7386 2.0885 -3.3098 0.01 -0.01 -0.01
C 2.2793 3.7795 1.0280 -0.01 0.00 0.00
C 1.5928 -2.0276 3.6457 0.00 -0.01 -0.01
C 2.8860 4.7664 0.2455 0.01 -0.02 -0.01
C 2.1483 5.4290 -0.7156 -0.01 0.00 0.00
C -1.9896 -0.5095 3.4536 0.00 0.00 0.01
C 3.0764 -1.9008 5.4991 0.00 0.00 0.00
C 1.2155 -5.4173 0.2425 0.01 -0.01 0.00
C -2.8291 -1.7224 -0.4685 0.00 -0.01 0.00
H 0.8040 -5.4441 1.2437 0.00 0.00 0.00
H -0.7401 3.7802 -0.1831 0.00 0.00 0.00
H 3.9333 4.9946 0.4002 0.00 0.00 0.00
H -2.1373 2.2126 -4.2043 0.01 -0.01 0.00
H 2.6091 6.1918 -1.3325 0.00 0.00 0.00
H 2.9633 3.7555 3.0274 0.00 0.00 0.00
H -2.4669 0.9311 4.9751 0.00 0.00 0.00
H -5.9793 1.2879 1.8141 0.00 0.00 0.00
H 3.0928 -0.5100 -4.8500 0.04 -0.16 0.04
H -4.3163 1.9338 3.6567 0.00 0.00 0.00
H 3.5394 -2.3289 6.3811 0.00 0.00 0.00
H 4.1143 0.0021 5.6013 0.00 0.00 0.00
H -6.2690 1.8192 -0.2405 0.00 0.00 0.00
H -3.2595 -1.8472 -1.4590 0.00 0.00 0.00
H -1.0484 1.7684 -2.0567 0.01 0.00 0.01
H -2.7081 -2.6972 0.0083 0.00 0.00 0.00
H 0.8802 -2.5615 3.0254 -0.01 0.00 0.00
H 2.7068 -5.2519 -3.3679 0.00 0.00 0.00
H 4.1295 3.1698 1.8827 0.00 0.00 0.00
H 1.8642 -3.6335 5.0416 0.00 0.00 0.00
H 0.2175 0.0827 -6.0165 0.00 0.02 -0.01
H -1.7020 -1.8088 1.7786 0.04 -0.02 -0.01
H -0.5454 0.2572 -4.4252 -0.01 0.00 0.02
H -4.6199 2.4266 -4.3725 0.00 0.00 0.00
H 3.5054 1.2208 -4.7569 0.00 -0.03 0.00
H 0.1935 5.5736 -1.6312 0.00 0.00 0.00
H 0.5721 -1.0947 -4.7154 -0.01 0.00 0.03
H 2.7648 -7.3824 -2.0564 0.00 0.00 0.00
H -1.8497 -1.2478 -0.5494 0.01 0.01 0.01
H -1.1477 -0.9260 3.9913 0.01 -0.01 0.00
H 1.8314 -7.4765 0.2076 0.00 0.00 0.00
H -5.9977 2.1407 -2.3679 0.00 0.00 0.00
H 2.6860 0.5921 -6.1950 0.01 -0.04 0.03